Below is 12 unconnected molecules or ions with the total composition C44H122N10O14 at a distorted geometry, with properties calculated with ωB97M-V/def2-TZVPD.

Structure (ORCA input):
```
! wB97M-V def2-TZVPD RIJCOSX def2/J DEFGRID3
* xyz 0 1
H 0.0601 -3.6048 2.0460
H -4.3155 1.0846 8.2973
H -3.5091 -2.1605 -7.0051
H -3.6381 1.7054 5.8035
C -4.4285 -2.3428 1.5900
H 0.4824 -1.3550 8.3460
C 0.2633 0.1480 6.8966
C 4.1806 0.4670 3.7679
C -2.7537 -1.7242 -7.6586
C 0.7099 -7.6670 -3.0887
H -2.0748 -2.7631 8.9276
C -4.4402 -0.8289 1.0225
H 5.9535 1.2392 3.5590
C 3.8271 -1.6657 -2.0300
H -0.5226 1.8589 3.2257
H -2.4855 -0.6086 -9.2660
H -0.8543 5.0470 1.7023
H -0.9543 -0.3330 8.6525
C -1.4981 -3.0826 8.0596
H -2.5940 -0.0885 -6.3871
H 4.2388 3.3893 2.0610
H 1.1795 -8.4917 -2.5524
H 0.7514 0.9435 7.4597
H 0.1674 0.9558 -2.4713
C -0.3938 -0.8858 7.8985
H 1.2850 -7.2757 -3.9279
H -3.7665 -1.5221 -9.4020
O -1.2476 -1.5973 -5.7609
C -0.3417 -5.5172 -2.7449
C -3.7480 3.3555 3.5854
H -1.5526 -0.3745 -4.1638
H 5.3100 -2.2546 -0.9635
N 5.0373 -0.1978 -5.0820
H -1.1135 2.0552 -4.7516
H -0.3338 4.1557 -4.2359
H -2.4636 -4.8032 -0.6024
H -4.9946 2.3854 9.2125
N 1.2166 -0.4905 6.0075
H -3.4436 0.2830 -1.9227
C -3.6997 3.7412 5.0863
H 3.4430 -0.7174 -6.9603
H 2.2811 1.4621 4.3838
C 3.3978 4.9946 1.5386
C 1.9872 5.2596 0.9083
H -5.4780 -0.4971 0.9887
C 4.4711 0.8699 -5.9206
H -0.1185 1.5583 5.3907
C 1.0902 1.0632 0.9010
H -2.2457 3.9728 -6.9456
C 2.3377 -3.2286 3.7689
H -0.0004 -5.0842 -3.6852
H 5.2847 1.0960 -6.6098
O 5.5695 0.4265 3.8960
H -4.7597 -3.6611 -0.1702
H 1.6885 -1.8615 0.7435
H -1.2254 -0.2865 -7.4201
C -4.2445 2.5948 5.9748
C 4.5104 6.0079 1.0866
O 3.1158 1.8636 -4.0573
H 5.4462 5.7132 1.5616
H -1.7166 0.6503 2.8209
C -1.8880 -0.8351 -6.7507
C -0.7345 -0.8749 -4.6818
H -3.0420 2.5383 3.4368
H -3.5931 4.1786 2.8878
H 3.2789 -2.7254 3.9901
H -3.3771 1.6109 -5.4366
H -2.0455 -3.8557 7.5203
H -1.9208 -3.5039 -2.8945
H 1.9866 5.2685 -0.1816
C 2.9047 -2.4047 -3.0313
H -0.3689 -2.4952 3.3897
H -0.8525 3.4507 1.0672
O 1.1335 4.2453 1.4508
C -0.0426 1.1724 -1.4239
H 4.7928 5.8563 0.0447
H -4.7185 2.9006 3.3874
H 1.6520 -5.0225 6.2552
H 3.9085 0.4455 2.7126
H -1.7669 4.7994 -4.2342
H -4.7669 -3.5319 3.0670
O 0.4750 -6.5853 -2.2083
H -5.5703 -4.2125 1.2670
H -1.1514 0.0768 5.3383
H 1.9614 0.7048 -1.0620
H -0.5695 -3.4288 8.5136
H 1.9222 -1.9362 -3.0887
C -1.3860 -4.8588 -0.4479
H -1.4996 1.3522 6.5099
H -5.3058 2.4416 5.7795
H 1.6226 3.1532 -7.2260
H -3.8876 -0.2317 1.7477
H 2.0256 -0.8357 6.5038
H 1.2235 3.0022 -5.4944
H -4.3134 -2.0356 3.5212
C -1.7639 2.9085 -4.9435
H 2.2344 -3.1997 1.0657
H -0.0807 0.1811 3.2468
H 2.9705 3.2415 1.0770
H 0.4768 1.9612 -6.7787
H 1.7929 0.5309 1.5420
H 3.1663 0.8520 -7.6798
H -3.3905 -2.6753 1.5877
H 1.7318 6.2716 1.2223
O -3.9094 -0.9070 -0.2329
C -3.2149 2.4265 -4.7319
H -3.9649 3.1706 -5.0001
C 0.8258 2.9578 -6.5083
H 3.2757 -1.5353 -1.0988
H 3.2272 -4.6100 5.6575
N -3.2877 -0.9268 -8.7413
H 1.7203 -1.2639 3.1490
C -1.5013 3.3537 -6.4450
H -2.5734 -3.5255 -8.9906
H 3.6133 1.5545 5.5571
O -0.2238 3.9335 -6.6194
H 2.5790 -4.2010 3.3396
C -4.8165 2.0469 8.1919
H 5.7467 0.1891 -4.4761
N 3.8630 3.7035 1.1778
C -1.9628 -2.8848 -8.3543
H 4.2831 7.0577 1.2716
H -0.3954 -1.9694 1.7223
H 0.0181 2.2468 -1.2504
H 0.0661 -0.9167 0.1627
H 2.5631 3.8053 -3.7782
H -0.2844 -7.9758 -3.4113
H 1.4319 2.0975 0.9409
C -5.2910 -3.3144 0.7161
H -4.9016 0.7659 -1.1571
H 0.3824 -4.1013 -1.3360
H 3.8962 3.2758 -2.6596
H 3.7425 -0.4657 4.1233
H 2.2435 2.7033 -2.4822
N -4.9278 -2.5481 2.9049
C -0.2790 4.3776 1.0628
N -1.2640 -3.2422 -2.1732
H 3.5153 -3.4238 -4.5211
H -2.2607 4.2922 6.3345
H 3.9632 3.0096 -5.6202
H -5.8048 1.8521 7.7755
N 0.7905 -0.9306 -0.5409
H -1.0706 0.9171 -1.1670
C 3.3584 1.5821 4.4977
H -1.3710 -5.8683 -2.8186
O 3.5283 -2.4984 -4.2661
O -0.3103 0.8669 1.3026
H -0.0474 -0.1012 -5.0243
O 5.0614 -2.3879 -1.8812
C 0.1479 -2.5902 2.4347
N -1.2939 3.9349 -4.0129
H -3.5551 2.1340 -3.7385
O -4.1071 2.9975 7.3697
O -1.1371 -1.8917 7.2714
H 4.3471 -0.6024 -4.4656
H -1.8294 -2.8002 -1.4625
H 2.7277 -3.3992 -2.6217
H 0.2689 -1.3262 -1.3100
H 5.0773 2.3594 -4.5649
H -0.3770 4.6987 0.0257
O 1.5589 -3.4104 4.9232
H 0.7514 -1.3036 5.6298
H 2.9901 3.4618 4.2330
H -1.1557 -5.8690 -0.1094
H -1.5907 2.4503 -7.0483
C 1.6319 -2.2705 2.7404
C -3.9022 0.3893 -0.9396
C 3.2804 0.3348 -6.7271
N -2.3343 3.9845 5.3754
H -3.3983 1.1612 -0.3579
C 1.0122 0.5247 -0.5573
H -4.2979 4.6438 5.2111
H 3.3040 5.0599 2.6226
H -6.1733 -2.7812 0.3619
C 4.1484 2.0890 -5.0669
H -1.0044 -4.1461 0.2831
C 3.0028 2.9843 -3.2119
H -1.9313 3.0616 5.4529
H -1.4688 -3.5328 -7.6303
O 3.7069 2.8686 3.9969
H 4.0865 -0.6989 -2.4614
C -0.6671 0.9170 2.6965
C 2.2665 -4.1793 5.9398
H 2.4370 -3.4472 6.7291
N 2.2961 -2.2646 1.4424
H -0.2422 -1.5876 -4.0201
C -0.5983 -4.4063 -1.7010
H -1.1794 -2.5592 -9.0387
H 2.3171 0.3105 -6.2177
C -0.7014 0.8425 5.9703
*
```

Results
Energy relative to the best compared isomer or geometry (same formula, charge and spin), kcal/mol: 201.41
SMILES: COC[C@H](C)N.COC[C@H](C)N.COC[C@H](C)N.COC[C@H](C)N.COC[C@H](C)N.COC[C@H](C)N.COC[C@H](C)N.COC[C@H](C)N.COC[C@H](C)N.COC[C@H](C)N.OCCO.OCCO
M, g mol⁻¹: 1015.5
DFT total energy, eV: -91162.7875

Löwdin atomic charge list, values in e, 99 entries: atom 1 (H): 0.07, atom 2 (H): 0.08, atom 3 (H): 0.14, atom 4 (H): 0.11, atom 5 (C): -0.42, atom 6 (H): 0.11, atom 7 (C): -0.40, atom 8 (C): -0.25, atom 9 (C): -0.41, atom 10 (C): -0.10, atom 11 (H): 0.08, atom 12 (C): -0.22, atom 13 (H): 0.09, atom 14 (C): -0.22, atom 15 (H): 0.07, atom 16 (H): 0.07, atom 17 (H): 0.08, atom 18 (H): 0.12, atom 19 (C): -0.05, atom 20 (H): 0.10, atom 21 (H): 0.05, atom 22 (H): 0.09, atom 23 (H): 0.14, atom 24 (H): 0.07, atom 25 (C): -0.20, atom 26 (H): 0.09, atom 27 (H): 0.07, atom 28 (O): -0.17, atom 29 (C): -0.17, atom 30 (C): -0.05, atom 31 (H): 0.08, atom 32 (H): 0.08, atom 33 (N): 0.05, atom 34 (H): 0.10, atom 35 (H): 0.05, atom 36 (H): 0.07, atom 37 (H): 0.08, atom 38 (N): 0.06, atom 39 (H): 0.07, atom 40 (C): -0.44, atom 41 (H): 0.07, atom 42 (H): 0.09, atom 43 (C): -0.44, atom 44 (C): -0.17, atom 45 (H): 0.12, atom 46 (C): -0.40, atom 47 (H): 0.07, atom 48 (C): -0.10, atom 49 (H): 0.13, atom 50 (C): -0.20, atom 51 (H): 0.13, atom 52 (H): 0.13, atom 53 (O): -0.03, atom 54 (H): 0.06, atom 55 (H): -0.01, atom 56 (H): 0.12, atom 57 (C): -0.18, atom 58 (C): -0.06, atom 59 (O): -0.20, atom 60 (H): 0.07, atom 61 (H): 0.07, atom 62 (C): -0.22, atom 63 (C): -0.11, atom 64 (H): 0.05, atom 65 (H): 0.08, atom 66 (H): 0.11, atom 67 (H): 0.05, atom 68 (H): 0.09, atom 69 (H): 0.09, atom 70 (H): 0.12, atom 71 (C): -0.25, atom 72 (H): 0.07, atom 73 (H): 0.07, atom 74 (O): -0.22, atom 75 (C): -0.05, atom 76 (H): 0.07, atom 77 (H): 0.07, atom 78 (H): 0.08, atom 79 (H): 0.11, atom 80 (H): 0.07, atom 81 (H): 0.07, atom 82 (O): -0.20, atom 83 (H): 0.07, atom 84 (H): 0.08, atom 85 (H): 0.12, atom 86 (H): 0.08, atom 87 (H): 0.09, atom 88 (C): -0.04, atom 89 (H): 0.07, atom 90 (H): 0.12, atom 91 (H): 0.09, atom 92 (H): 0.11, atom 93 (H): 0.08, atom 94 (H): 0.07, atom 95 (H): 0.07, atom 96 (C): -0.40, atom 97 (H): 0.07, atom 98 (H): 0.06, atom 99 (H): 0.04

---

Below is a molecular structure, C43H65BFMoN6OSi at a distorted geometry, with properties calculated with ωB97M-V/def2-TZVPD.

Structure (ORCA input):
```
! wB97M-V def2-TZVPD RIJCOSX def2/J DEFGRID3
* xyz 1 3
C -1.0306 -6.0985 -0.1917
C 1.0233 5.0230 0.1574
C -1.4133 5.1689 -2.4891
H 1.8069 1.5288 3.3917
H 1.6453 4.1359 0.0537
N 1.3198 -0.3840 -1.1225
H -0.8995 -5.8308 -1.2379
H 3.6307 -4.4150 -1.3973
H 5.5838 -2.1571 1.4864
H 3.3089 2.2430 -2.7797
C -3.3210 2.3277 1.5649
C 4.0269 -3.4269 2.2791
N 1.5011 -0.8354 1.7328
H -0.7302 -0.1850 3.5977
C -2.9583 -0.0828 -1.1756
B 1.5609 -2.5640 0.0791
C 2.1932 -1.9709 -2.3897
C 0.0312 4.0394 2.1945
H -1.3243 6.4746 0.1769
H -6.5622 3.0676 2.1475
H 0.6246 2.8535 -4.2409
H 4.2056 -4.7167 -3.0304
C -3.0489 3.2091 0.5235
O -0.6143 1.9041 -0.0722
H 0.3711 1.8760 -2.0232
H 1.8213 1.6418 -4.7021
C -4.4818 -1.7808 -0.1632
C -2.0758 -3.2607 0.3733
C -4.0860 4.0142 0.0629
H -0.0441 -4.6333 2.8013
C 2.8251 -1.4761 3.3904
C 2.4310 2.4565 -2.1747
H 2.3830 -0.7247 -4.1796
H 0.7693 -5.1818 0.5231
C 3.8432 -3.9461 -2.3531
C -0.2992 4.6603 0.8361
C -1.5316 3.8532 -2.0512
C -0.3038 -5.0922 0.7034
C 0.9379 1.8231 -4.0942
H -4.7722 1.5621 2.9450
H -0.1885 -6.3623 2.4562
H 1.6858 -5.1689 -3.5085
H -3.8944 4.6907 -0.7548
N 2.1785 -1.9270 1.3290
H 2.6347 -5.0042 2.7890
C 1.5521 0.1598 -2.3262
H 1.5682 5.7565 0.7522
C 1.4093 -4.2596 -2.9820
C -5.3430 3.9596 0.6355
H -2.5275 1.6756 1.9214
H 3.1194 -5.0070 1.0851
C 1.2840 0.6189 3.7231
H -0.5822 6.5838 1.7671
H -0.6556 1.5594 3.9436
H -4.7450 -2.3468 0.7256
H -2.0787 5.6770 1.5535
C 5.0796 -3.0831 1.2215
H -2.0884 1.8853 -2.6742
H 2.1822 3.5095 -2.2796
H 2.8518 -3.0731 -4.0124
H -5.3101 -1.1188 -0.4030
H -2.9468 -3.8784 0.4101
H 0.8646 5.4507 -0.8290
H -2.0371 0.4910 -1.0455
H 4.2393 -5.5616 2.3241
C -4.5758 2.2647 2.1459
C -1.1241 5.9228 1.0914
H 2.6687 2.2591 -1.1314
H -3.3231 -0.3044 0.9187
C -0.7597 -3.6930 0.4335
C -2.0949 4.5668 -4.7097
H 0.5622 -3.8116 -3.4973
C -0.2042 0.7480 3.3737
H 2.5630 0.4075 5.4376
H -0.3295 0.9863 2.2792
C 1.4995 0.4828 5.2315
H 0.1345 1.1689 -4.4244
Si -1.3024 3.3728 -0.2204
H -1.6185 -5.3300 2.4182
H 0.5632 4.7586 2.8154
C 2.0996 -0.8157 -3.1519
H 4.6185 -2.9527 0.2474
H 1.1035 -4.5168 -1.9730
H -2.8766 -0.6946 -2.0754
H 4.6390 -3.2171 -2.2195
H 0.6778 3.1769 2.0513
C -2.2329 3.2537 -4.2939
C 2.9994 -2.3403 2.3142
H 1.1179 1.3556 5.7554
N 0.0282 -2.6061 0.3545
H -2.3009 4.8391 -5.7331
Mo 0.3466 0.3805 0.5296
C -3.2014 -0.9667 0.0498
H -3.7884 0.6093 -1.2988
C -5.5859 3.0955 1.6902
H -4.3490 -2.4691 -0.9972
H -6.1338 4.5892 0.2561
C 1.8731 -0.5477 2.9897
C 3.4604 -4.8364 2.1006
H 5.8209 -3.8745 1.1624
H -0.8750 3.7446 2.7199
H -0.6203 -7.0929 -0.0313
H -2.0954 -6.1277 0.0245
H 3.3363 -1.5355 4.3282
F 1.8262 1.5336 0.9570
C -2.0273 -1.8762 0.2634
H 4.5077 -3.4045 3.2638
H 1.9923 -3.6312 -0.1091
C -0.5563 -5.3748 2.1908
C 1.2461 1.5903 -2.6186
C -1.9627 2.9102 -2.9816
C -1.6911 5.5257 -3.7969
N 1.7375 -1.6752 -1.1541
H -1.5959 6.5567 -4.1008
H 1.0009 -0.4018 5.6230
N -0.7365 -1.4722 0.2899
H -1.1097 5.9396 -1.8017
C 2.6010 -3.2954 -2.9689
H -2.5525 2.4929 -4.9909
*
```

Results
Energy relative to the best compared isomer or geometry (same formula, charge and spin), kcal/mol: 7.96
M, g mol⁻¹: 835.9
DFT total energy, eV: -69763.6030

Löwdin atomic charge list, values in e, 99 entries: atom 1 (C): -0.04, atom 2 (C): -0.08, atom 3 (C): -0.09, atom 4 (H): 0.14, atom 5 (H): 0.06, atom 6 (N): -0.04, atom 7 (H): 0.08, atom 8 (H): 0.06, atom 9 (H): 0.09, atom 10 (H): 0.09, atom 11 (C): -0.12, atom 12 (C): -0.34, atom 13 (N): -0.09, atom 14 (H): 0.11, atom 15 (C): -0.07, atom 16 (B): -0.50, atom 17 (C): -0.16, atom 18 (C): -0.09, atom 19 (H): 0.07, atom 20 (H): 0.11, atom 21 (H): 0.08, atom 22 (H): 0.09, atom 23 (C): -0.22, atom 24 (O): -0.47, atom 25 (H): 0.08, atom 26 (H): 0.08, atom 27 (C): -0.06, atom 28 (C): 0.05, atom 29 (C): -0.09, atom 30 (H): 0.08, atom 31 (C): 0.07, atom 32 (C): -0.04, atom 33 (H): 0.12, atom 34 (H): 0.11, atom 35 (C): -0.05, atom 36 (C): -0.58, atom 37 (C): -0.22, atom 38 (C): -0.35, atom 39 (C): -0.05, atom 40 (H): 0.11, atom 41 (H): 0.09, atom 42 (H): 0.09, atom 43 (H): 0.10, atom 44 (N): 0.08, atom 45 (H): 0.08, atom 46 (C): -0.21, atom 47 (H): 0.09, atom 48 (C): -0.04, atom 49 (C): -0.07, atom 50 (H): 0.07, atom 51 (H): 0.06, atom 52 (C): -0.35, atom 53 (H): 0.09, atom 54 (H): 0.10, atom 55 (H): 0.08, atom 56 (H): 0.08, atom 57 (C): -0.03, atom 58 (H): 0.08, atom 59 (H): 0.08, atom 60 (H): 0.14, atom 61 (H): 0.09, atom 62 (H): 0.12, atom 63 (H): 0.07, atom 64 (H): 0.02, atom 65 (H): 0.09, atom 66 (C): -0.08, atom 67 (C): -0.08, atom 68 (H): 0.06, atom 69 (H): 0.12, atom 70 (C): -0.18, atom 71 (C): -0.07, atom 72 (H): 0.09, atom 73 (C): -0.05, atom 74 (H): 0.08, atom 75 (H): 0.00, atom 76 (C): -0.05, atom 77 (H): 0.09, atom 78 (Si): 0.60, atom 79 (H): 0.09, atom 80 (H): 0.10, atom 81 (C): 0.07, atom 82 (H): 0.06, atom 83 (H): 0.05, atom 84 (H): 0.10, atom 85 (H): 0.09, atom 86 (H): 0.04, atom 87 (C): -0.08, atom 88 (C): -0.16, atom 89 (H): 0.09, atom 90 (N): 0.06, atom 91 (H): 0.11, atom 92 (Mo): 1.83, atom 93 (C): -0.35, atom 94 (H): 0.09, atom 95 (C): -0.08, atom 96 (H): 0.09, atom 97 (H): 0.11, atom 98 (C): -0.22, atom 99 (C): -0.04